C24H46AsBF6N2O8PtS4 as an isolated structure in a non-equilibrium geometry. Source: OMol25; level of theory: ωB97M-V with the def2-TZVPD basis set.

Calculated values
Frontier orbital gap (spin up / spin down), eV: 7.91 / 6.34
LUMO (spin up / spin down), eV: 0.101 / -1.465
Max |F|, hartree/bohr: 0.0270
Energy, eV: -169400.083
HOMO energy (spin up / spin down), eV: -7.805 / -7.805

Structure (ORCA input):
```
! wB97M-V def2-TZVPD RIJCOSX def2/J DEFGRID3
* xyz 0 3
Pt 0.93026 0.44417 0.94507
B -0.93363 -0.00789 -0.49194
H 0.15280 -0.38230 -0.83879
H -0.76532 1.02402 0.14380
H -1.56948 0.30760 -1.45920
H -1.50317 -0.79200 0.21009
As -1.67813 -0.10799 4.02996
F -0.63848 0.27904 2.64441
F -2.52820 -1.19821 3.01625
F -2.66647 -0.47038 5.36494
F -0.77326 1.05414 4.94174
F -2.71083 1.19240 3.51868
F -0.56377 -1.35389 4.45734
C -0.33459 -5.06737 2.70267
C -1.49536 -4.41156 1.93334
C -0.90824 -3.80235 0.65995
S 0.76042 -3.29168 1.09841
O 0.82648 -1.85316 1.24243
O 1.71602 -3.90910 0.22126
C 0.80009 -4.05528 2.71064
H -0.01407 -5.98820 2.21233
H -0.60314 -5.28836 3.73400
H -1.90068 -3.59040 2.52658
H -2.24116 -5.15491 1.66536
H -1.37461 -2.92000 0.22603
H -0.79965 -4.52460 -0.15163
H 0.65973 -3.25323 3.44022
H 1.82018 -4.40697 2.86323
C 5.72056 -1.71143 -1.50996
C 6.56937 -0.95355 -0.48643
C 5.63620 -0.13133 0.38200
S 4.19162 -1.20607 0.57148
O 3.00947 -0.44198 0.20634
O 4.22634 -1.91656 1.81544
C 4.60529 -2.38714 -0.74006
H 6.31196 -2.42311 -2.08298
H 5.25039 -1.01601 -2.21289
H 7.33337 -0.37262 -1.00130
H 7.10380 -1.67103 0.14338
H 5.27168 0.76571 -0.11556
H 5.99674 0.04086 1.39267
H 3.66701 -2.69418 -1.19558
H 4.95820 -3.21304 -0.11886
C -1.50502 4.56100 3.61479
C -2.16406 4.55884 2.22196
C -1.43811 3.50774 1.40265
S 0.28253 3.73596 1.79593
O 0.89398 4.75637 0.98507
O 0.86961 2.40740 1.89976
C -0.00611 4.29301 3.48264
H -1.96394 3.81194 4.25847
H -1.70994 5.52459 4.08041
H -2.06781 5.53255 1.73561
H -3.22187 4.30633 2.25903
H -1.57778 3.49451 0.32121
H -1.73168 2.51106 1.74466
H 0.61572 5.16436 3.67599
H 0.31674 3.45666 4.10058
C 0.80475 2.76733 -4.17454
C 0.95379 4.06412 -3.34356
C 2.06608 3.88236 -2.30529
S 2.18694 2.11371 -2.00365
O 1.67521 1.86899 -0.66783
O 3.48024 1.59662 -2.36176
C 0.95577 1.61826 -3.20340
H 1.54943 2.72880 -4.96840
H -0.20208 2.76446 -4.58780
H 0.01134 4.24524 -2.82451
H 1.14367 4.90817 -4.00252
H 1.80349 4.32820 -1.34704
H 3.02673 4.24143 -2.66624
H 0.05649 1.46830 -2.59566
H 1.13147 0.62438 -3.61171
N -4.10199 0.63301 -0.67182
C -4.54729 1.03920 -1.89657
C -5.91200 1.13453 -1.83412
C -6.30921 0.69530 -0.53895
C -5.16243 0.43034 0.16084
H -3.12738 0.50249 -0.44831
H -3.85127 1.32537 -2.66753
H -6.59327 1.45400 -2.60597
H -7.32224 0.58318 -0.19167
H -5.01500 -0.00491 1.13610
N -1.51382 -2.18648 -2.63861
C -0.49352 -2.77264 -3.33222
C -0.97689 -3.91366 -3.91360
C -2.31817 -4.07553 -3.46181
C -2.61635 -2.99026 -2.68019
H -1.42137 -1.35464 -2.07300
H 0.44730 -2.26670 -3.47603
H -0.44830 -4.59074 -4.56362
H -2.97104 -4.89381 -3.71681
H -3.49708 -2.73082 -2.11583
*
```


C24H46BCl2N4O4SiV as an isolated structure in a non-equilibrium geometry. Source: OMol25; level of theory: ωB97M-V with the def2-TZVPD basis set.

Calculated values
Frontier orbital gap (spin up / spin down), eV: 4.54 / 7.32
LUMO (spin up / spin down), eV: 2.580 / 2.577
Max |F|, hartree/bohr: 0.0864
Energy, eV: -99075.995
HOMO energy (spin up / spin down), eV: -1.961 / -4.741

Structure (ORCA input):
```
! wB97M-V def2-TZVPD RIJCOSX def2/J DEFGRID3
* xyz -1 4
C -1.77602 -0.11059 -4.32247
C -1.26835 -1.33040 -3.62830
H -1.09049 0.21854 -5.11545
H -1.90981 0.73088 -3.63528
H -2.74395 -0.33747 -4.79790
C -0.68073 -2.33584 -4.30351
C -0.36733 -2.29408 -5.76094
H -0.48522 -3.28053 -3.79500
H -0.07282 -1.28587 -6.09217
H -1.22449 -2.60705 -6.37889
H 0.45774 -2.98355 -5.99124
V -0.36114 0.67568 -0.07574
Cl -2.39343 1.79508 -0.07760
C 0.23967 -2.13582 1.39497
O 0.96878 -1.22433 0.93332
N 0.53175 -2.93072 2.43594
C 1.90486 -3.08377 2.89031
C -0.39411 -3.98178 2.86513
H -0.75676 -2.35009 0.95979
H 2.43292 -2.13852 2.76212
H 2.42206 -3.88185 2.33707
H 1.87520 -3.36151 3.94698
H -1.43102 -3.66919 2.68385
H -0.24268 -4.15574 3.93946
H -0.20785 -4.92236 2.31810
H 0.84183 1.72078 4.13103
H -0.91530 4.29443 4.25485
C 1.35352 2.59438 3.70348
C -0.13758 4.56457 3.52138
N 0.44163 3.38880 2.87563
H 2.20292 2.26596 3.09511
C 0.02628 2.91419 1.71029
O 0.49144 1.81612 1.25096
H -0.57081 5.23629 2.77329
H -0.73835 3.46052 1.13366
H 1.68528 3.25768 4.50827
H 0.66568 5.08063 4.06028
H 1.11911 -0.16004 -4.21357
H 2.09265 -2.59939 -3.50393
C 2.09102 0.16123 -3.80020
C 2.91777 -2.03077 -3.04619
N 2.47235 -0.69067 -2.68276
H 2.02358 1.20717 -3.49329
C 2.25555 -0.34892 -1.39528
O 1.73277 0.71994 -1.01010
H 3.25760 -2.54650 -2.14145
H 2.58342 -1.11876 -0.67519
H 2.83582 0.04186 -4.59640
H 3.73332 -1.97322 -3.77983
O -0.66873 -0.40317 -1.53790
C -1.48264 -1.38326 -2.13328
C 0.14857 -3.18863 -1.40864
C -1.15926 -2.72307 -1.51031
H 0.97291 -2.54958 -1.75601
C 0.38744 -4.46276 -0.87014
H -2.54186 -1.13243 -1.95726
C -2.22617 -3.45308 -1.00093
H 1.40887 -4.85309 -0.79367
C -0.69090 -5.23209 -0.42259
C -1.98861 -4.71657 -0.46736
H -3.22054 -3.00342 -1.04430
H -0.52357 -6.24279 -0.02863
H -2.83248 -5.30598 -0.10686
Si -0.16814 4.37581 -2.27096
Cl -0.25269 2.22109 -2.32505
C 1.55574 4.62200 -1.57039
C -1.65855 4.82880 -1.24548
C -0.42884 5.22160 -3.92207
H 1.86495 3.78632 -0.92151
H 1.60208 5.55850 -0.99368
H 2.29047 4.68889 -2.39133
H 0.36259 5.02851 -4.65429
H -0.45689 6.30759 -3.73300
H -1.38524 4.93714 -4.37956
H -1.69821 4.34682 -0.26569
H -2.56396 4.50599 -1.77952
H -1.70298 5.91658 -1.10386
B -1.90469 0.45092 4.11783
C -1.57565 0.10159 2.66565
N -1.35270 -0.13699 1.53828
H -0.90809 0.31723 4.81400
H -2.77214 -0.30994 4.51707
H -2.31943 1.59993 4.16324
*
```


A 9-piece molecular cluster, C24H46BF3NO34S8 overall in a non-equilibrium geometry. Source: OMol25; level of theory: ωB97M-V with the def2-TZVPD basis set.

Calculated values
Frontier orbital gap, eV: 4.69
LUMO, eV: 1.252
Max |F|, hartree/bohr: 0.1104
Energy, eV: -192235.679
HOMO energy, eV: -3.434

Structure (ORCA input):
```
! wB97M-V def2-TZVPD RIJCOSX def2/J DEFGRID3
* xyz -1 1
N 2.69510 0.65729 1.46122
C 4.02625 0.84065 0.75419
C 3.83873 0.57612 -0.79216
B 3.70070 -1.02632 -1.20226
O 3.29963 -1.04078 -2.63298
C 1.87648 -0.96570 -2.57413
C 1.48726 -1.39462 -1.03149
C 0.29834 -2.40952 -1.19802
C -0.17527 -3.11014 0.13679
C -0.85461 -2.15949 1.15884
F -1.96429 -2.71047 1.88917
C -0.50388 -0.82996 1.43977
F -0.88642 0.28313 0.72593
F 0.28152 -0.57953 2.55511
O 2.70740 -1.83981 -0.45482
H 2.40098 1.56996 1.81947
H 2.85197 0.07260 2.29470
H 4.84429 0.23838 1.23628
H 4.26078 1.95185 0.87239
H 2.97757 1.21340 -1.18967
H 4.75790 0.95133 -1.35173
H 4.82207 -1.48510 -1.22408
H 1.33151 -1.69352 -3.26039
H 1.57608 0.12733 -2.70198
H 1.18997 -0.37637 -0.61086
H 0.67483 -3.23760 -1.87664
H -0.56991 -1.93492 -1.74996
H 0.65060 -3.72843 0.61338
H -0.96475 -3.87580 -0.16575
C -2.34103 4.26168 1.41247
C -1.45288 3.17503 0.83651
O -0.83886 3.77179 -0.30978
S -0.63029 5.34902 -0.03771
O 0.70840 5.56001 0.39818
O -1.20729 6.07327 -1.11940
O -1.60380 5.47552 1.24795
H -3.27355 4.35082 0.84873
H -2.56923 4.09358 2.46426
H -2.01253 2.28664 0.55448
H -0.66201 2.89785 1.53811
C -0.86528 -1.46624 6.39842
C -0.39463 -0.33127 5.51075
O 0.27795 0.57127 6.39532
S 0.97247 -0.27390 7.58465
O 2.34083 -0.47492 7.25517
O 0.55468 0.27698 8.82991
O 0.18627 -1.66695 7.34553
H -1.76920 -1.18954 6.94806
H -1.04987 -2.38004 5.83501
H -1.21760 0.16878 5.00262
H 0.32716 -0.68184 4.77215
C -4.56633 0.53891 9.05501
C -6.03491 0.20408 8.86634
O -6.36011 0.69485 7.56413
S -5.05961 0.57035 6.61158
O -5.17504 -0.62643 5.85091
O -4.81232 1.83914 6.02039
O -3.96619 0.32106 7.77692
H -4.43083 1.59042 9.32045
H -4.09343 -0.08814 9.80966
H -6.66768 0.66795 9.62113
H -6.19774 -0.87719 8.87052
C -1.50701 -1.88889 -7.39169
C -1.22095 -0.51038 -6.82253
O -0.61400 -0.75284 -5.55589
S 0.24296 -2.12607 -5.62996
O 1.60307 -1.79330 -5.87535
O -0.17053 -2.96798 -4.56300
O -0.39152 -2.69070 -7.01279
H -2.40594 -2.32246 -6.94439
H -1.61342 -1.87349 -8.47632
H -2.12375 0.08792 -6.70740
H -0.50234 0.03206 -7.44376
C -4.81724 -4.00231 2.73211
C -5.17773 -3.80721 1.27280
O -6.42059 -4.49819 1.10701
S -7.26296 -4.40951 2.48342
O -8.20031 -3.34392 2.36895
O -7.64230 -5.72766 2.86300
O -6.05811 -3.92036 3.44101
H -4.39146 -4.99398 2.90522
H -4.12331 -3.24346 3.08950
H -4.42119 -4.20730 0.60026
H -5.34413 -2.75130 1.04426
C -2.20293 -7.51780 -5.60060
C -3.51869 -6.76921 -5.47731
O -3.30810 -5.82322 -4.43101
S -1.75211 -5.35393 -4.44482
O -1.65516 -4.12646 -5.15079
O -1.22091 -5.53273 -3.13981
O -1.18863 -6.53395 -5.40089
H -2.10401 -8.27334 -4.81650
H -2.08662 -7.99045 -6.57532
H -4.35141 -7.42869 -5.23697
H -3.74591 -6.21600 -6.39334
C 8.21094 2.90103 -3.67152
C 6.85421 3.38471 -4.15069
O 5.93080 2.93338 -3.16013
S 6.66007 2.92397 -1.71604
O 6.31831 4.13238 -1.03344
O 6.48820 1.63695 -1.13722
O 8.18667 3.05844 -2.25342
H 8.35407 1.83999 -3.89410
H 9.02980 3.47544 -4.10440
H 6.59206 2.98604 -5.12966
H 6.81162 4.47592 -4.18018
C 3.64886 8.43772 -2.12911
C 3.00671 7.25174 -1.42935
O 3.57577 6.10244 -2.05756
S 5.09119 6.43393 -2.50727
O 5.97398 5.93167 -1.51046
O 5.22986 6.11305 -3.89053
O 5.00428 8.05110 -2.35614
H 3.18015 8.62492 -3.09937
H 3.60772 9.34451 -1.52645
H 1.92258 7.24678 -1.52928
H 3.27302 7.22454 -0.36949
*
```


A 3-piece molecular cluster, C24H46BrCl2FNO11S2 overall in a non-equilibrium geometry. Source: OMol25; level of theory: ωB97M-V with the def2-TZVPD basis set.

Calculated values
Frontier orbital gap, eV: 9.51
LUMO, eV: -2.531
Max |F|, hartree/bohr: 0.0586
Energy, eV: -169110.546
HOMO energy, eV: -12.041

Structure (ORCA input):
```
! wB97M-V def2-TZVPD RIJCOSX def2/J DEFGRID3
* xyz 1 1
C 4.02028 2.80731 4.03398
C 2.63221 3.37022 4.50300
C 1.39615 2.63720 3.83943
O 1.30367 1.27016 4.22386
C 1.06056 0.33528 3.17266
C -0.26037 0.77374 2.45811
C -1.44507 1.29413 3.33532
C -2.33926 2.34744 2.54297
Cl -2.21603 3.99619 3.29226
C 1.02625 -1.04628 3.94026
Cl -0.53953 -1.35113 4.84218
C 1.64760 -2.30714 3.25336
C 0.92516 -3.01618 2.06494
C -0.63771 -2.96119 1.98733
C -1.08009 -4.10615 0.95756
O -2.06048 -3.54970 0.07018
C -3.33366 -3.45388 0.69206
C 3.20422 -1.96212 2.98625
C 3.87304 -2.88603 1.90658
O 5.22961 -3.11123 2.37114
C 5.53127 -4.51214 2.43000
C 3.40467 -0.42058 2.78476
Br 5.09335 0.08796 1.87542
N 2.21208 0.28713 2.18530
C 1.87363 -0.15764 0.80328
C 1.80091 1.04816 -0.23773
C 0.95812 0.67194 -1.50399
F 1.16228 1.70462 -2.42352
H 4.07205 2.54540 2.95187
H 4.77015 3.62964 4.18621
H 4.37677 1.97690 4.69946
H 2.51866 3.33345 5.61391
H 2.58058 4.45112 4.20910
H 0.48703 3.18230 4.21285
H 1.45646 2.85842 2.74378
H 0.01399 1.61611 1.76099
H -0.68830 -0.00510 1.77252
H -2.12940 0.43738 3.55855
H -1.15709 1.71242 4.32746
H -3.39916 2.01841 2.57290
H -2.01695 2.34155 1.47586
H 1.71852 -0.89208 4.81599
H 1.70235 -3.07639 4.07162
H 1.17418 -4.11138 2.15292
H 1.31735 -2.75956 1.04058
H -1.06414 -3.27750 2.96841
H -1.07619 -2.02529 1.57953
H -1.57786 -4.96386 1.48608
H -0.22792 -4.46847 0.33760
H -3.95765 -2.74771 0.08377
H -3.89998 -4.41866 0.72476
H -3.31561 -3.04086 1.73089
H 3.74161 -2.20277 3.94154
H 3.97716 -2.43164 0.89445
H 3.42017 -3.91069 1.85705
H 5.29240 -4.95743 1.43395
H 5.04267 -5.03608 3.28658
H 6.63938 -4.58487 2.57872
H 3.49668 0.02887 3.80692
H 2.60941 1.22998 2.01775
H 0.96554 -0.76785 0.66093
H 2.73437 -0.77774 0.44014
H 1.50439 2.01487 0.23230
H 2.85171 1.19855 -0.60800
H 1.39744 -0.24239 -1.98083
H -0.11706 0.48497 -1.28665
C -1.92648 -0.52392 -4.80315
C -2.41794 0.88318 -5.08487
O -3.80378 0.86557 -4.73130
S -4.02528 -0.16438 -3.50454
O -4.04215 0.57998 -2.28283
O -5.06024 -1.07775 -3.86087
O -2.60064 -0.92435 -3.60642
H -2.21260 -1.21009 -5.60348
H -0.84760 -0.56281 -4.66153
H -2.29052 1.16641 -6.12770
H -1.91539 1.61416 -4.44468
C -5.34833 3.87398 -8.30430
C -3.98055 4.42731 -8.66260
O -3.11718 3.28660 -8.67945
S -3.95754 1.99294 -9.16908
O -3.72124 1.79921 -10.56280
O -3.77933 0.95211 -8.20695
O -5.43526 2.62125 -8.98807
H -5.42986 3.68388 -7.23109
H -6.15560 4.53339 -8.61732
H -3.62814 5.16380 -7.94342
H -3.98095 4.86741 -9.66294
*
```


C24H46Cl2EuN3O7SSi as an isolated structure in a non-equilibrium geometry. Source: OMol25; level of theory: ωB97M-V with the def2-TZVPD basis set.

Calculated values
Frontier orbital gap (spin up / spin down), eV: 6.23 / 6.24
LUMO (spin up / spin down), eV: 2.281 / 2.280
Energy relative to the best compared isomer or geometry (same formula, charge and spin), eV: 4.191
Max |F|, hartree/bohr: 0.0783
Energy, eV: -107529.024
HOMO energy (spin up / spin down), eV: -3.945 / -3.957

Structure (ORCA input):
```
! wB97M-V def2-TZVPD RIJCOSX def2/J DEFGRID3
* xyz -1 8
C 1.41159 -1.36314 -4.18482
C 2.34829 -2.01313 -3.23143
H 1.88636 -0.45808 -4.52570
H 0.45787 -1.10527 -3.72541
H 1.24815 -2.01295 -5.05592
C 3.57346 -2.33925 -3.66204
C 4.16711 -2.03501 -4.99121
H 4.23539 -2.98848 -3.09390
H 4.37836 -0.98778 -5.21228
H 3.65059 -2.44612 -5.86116
H 5.13448 -2.52843 -4.97853
Eu -1.28804 0.29285 0.22917
Cl -0.99442 -2.31572 -0.40074
C -2.26568 -1.12362 2.71388
O -1.40425 -0.20298 2.55162
N -2.17230 -1.86619 3.79636
C -1.13774 -1.59102 4.80485
C -2.87147 -3.11768 3.81101
H -3.11210 -1.34391 2.01805
H -1.12323 -0.53484 5.13676
H -0.13238 -1.91640 4.47316
H -1.40481 -2.22484 5.65227
H -3.83361 -3.02569 3.29140
H -3.00366 -3.39668 4.84898
H -2.24873 -3.87379 3.31968
H -4.41946 3.74582 4.20624
H -6.15248 4.83223 2.83386
C -3.73853 4.12487 3.42989
C -5.67383 4.57613 1.87906
N -4.34611 4.04141 2.11826
H -2.82493 3.52638 3.39167
C -3.68022 3.41808 1.11965
O -2.54008 2.90370 1.24884
H -6.27462 3.83102 1.33906
H -4.19886 3.41904 0.16354
H -3.48392 5.16487 3.67487
H -5.61947 5.47941 1.24809
H -0.28298 5.38085 -3.07120
H 2.09811 2.71248 -2.51066
C 0.54191 5.42207 -2.34863
C 2.11079 3.61261 -1.71286
N 0.81167 4.21465 -1.58074
H 0.32773 6.23824 -1.65745
C -0.16605 3.61639 -0.88076
O -0.12828 2.42345 -0.49383
H 2.41061 3.23642 -0.72282
H -1.10178 4.18055 -0.68589
H 1.44932 5.67617 -2.88641
H 2.79799 4.41370 -1.97961
O 1.43906 -1.01312 -1.13328
C 1.80182 -2.22702 -1.83125
C 4.04107 -3.04201 -0.84429
C 2.66124 -3.19590 -1.02875
H 4.57773 -2.17097 -1.22640
C 4.76224 -4.05204 -0.19406
H 0.81645 -2.70270 -1.93882
C 2.03323 -4.39331 -0.68656
H 5.84373 -3.95277 -0.01349
C 4.09796 -5.19942 0.25245
C 2.74310 -5.41456 -0.05836
H 0.96980 -4.47884 -0.92567
H 4.62614 -5.98513 0.79713
H 2.19868 -6.33729 0.17605
Si 2.37478 -0.40325 0.27559
Cl 2.91607 1.32579 -2.78534
C 4.17712 -0.15281 0.17875
C 1.92146 -1.80833 1.60705
C 1.58744 0.97580 1.19623
H 4.79490 -1.02197 0.43110
H 4.40859 0.60508 0.93833
H 4.46614 0.23216 -0.80253
H 1.10633 1.78665 0.60811
H 2.33070 1.39784 1.87429
H 0.77781 0.53914 1.77192
H 2.71097 -2.57045 1.67104
H 0.97458 -2.30191 1.32246
H 1.75481 -1.39841 2.61980
C -5.65580 0.39645 -1.60495
S -5.00854 0.43062 0.06034
O -5.34580 1.73348 0.63531
O -5.44105 -0.73186 0.81314
O -3.53758 0.33693 -0.28140
H -6.71374 0.62961 -1.51535
H -5.50008 -0.62446 -1.96350
H -5.12712 1.11662 -2.24128
*
```


- Among the records above, which one has the lowest energy?
  C24H46BF3NO34S8